Molecular formula: C23H20N2OPtS
Method: DFT, ωB97M-V/def2-TZVPD

Output
energy above the lowest of the compared OMol25 structures with the same formula, charge and spin = 81.1 kcal per mole
Kohn-Sham gap = 0.203 Eh
HOMO energy = -7.05 eV

Geometry as ORCA input:
```
! wB97M-V def2-TZVPD RIJCOSX def2/J DEFGRID3
* xyz 0 1
Pt 1.068 -0.664 -0.596
C 3.925 -0.818 -1.665
N 3.210 -0.370 -0.464
C 3.494 1.058 -0.223
C 3.628 -1.167 0.718
C 2.571 -1.053 1.778
C 2.850 -1.147 3.133
C 1.820 -1.082 4.060
C 0.514 -0.915 3.624
C 0.226 -0.810 2.269
C 1.255 -0.879 1.335
H 5.009 -0.722 -1.532
H 3.620 -0.204 -2.513
H 3.673 -1.857 -1.868
H 4.574 1.217 -0.126
H 2.994 1.373 0.690
H 3.112 1.648 -1.054
H 4.611 -0.832 1.071
H 3.725 -2.203 0.385
H 3.874 -1.271 3.465
H 2.036 -1.157 5.117
H -0.294 -0.859 4.342
H -0.796 -0.675 1.945
S -4.651 2.214 -1.358
C -3.279 3.119 -1.345
C -3.422 4.558 -1.486
C -2.382 5.412 -1.507
C -1.036 4.930 -1.383
C -0.821 3.612 -1.242
C -1.891 2.622 -1.208
N -1.417 1.416 -1.046
C -1.795 0.154 -0.911
C -3.028 -1.650 -0.761
C -4.106 -2.528 -0.725
C -3.804 -3.856 -0.507
C -2.478 -4.300 -0.332
C -1.426 -3.417 -0.374
C -1.701 -2.059 -0.595
H -4.438 4.917 -1.581
H -2.562 6.474 -1.617
H -0.207 5.624 -1.400
H 0.178 3.210 -1.138
H -5.119 -2.177 -0.857
H -4.608 -4.579 -0.467
H -2.295 -5.353 -0.162
H -0.404 -3.747 -0.235
O -3.108 -0.322 -0.954
C -0.894 -0.887 -0.698
*
```